No. 1
{"formula": "C2H2Li3O2", "method": "wB97M-V/def2-TZVPD", "elements": ["O", "C", "C", "Li", "Li", "H", "H", "Li", "O"], "xyz": [[1.33592, 0.87437, 0.36341], [0.25314, 0.53751, -0.36196], [-0.87910, -0.00851, 0.16911], [2.49725, 1.27530, 1.57277], [1.32587, -0.98680, 0.87331], [0.36848, 0.53457, -1.45917], [-0.95636, 0.01578, 1.27722], [-2.22316, -1.43396, -1.97798], [-1.72203, -0.80827, -0.45672]], "forces_ev_per_angstrom": [[0.3, 0.2, 0.5], [-0.2, -0.7, -0.2], [1.4, -0.9, 0.7], [-0.2, 0.0, -0.3], [-0.2, 0.7, -0.2], [0.0, 0.1, 0.3], [-0.1, 0.2, -0.3], [0.2, 0.3, 0.8], [-1.0, 0.1, -1.3]], "nbo_charge": [-1.112, -0.061, 0.024, 0.490, 0.490, 0.126, 0.127, 0.963, -1.046], "multiplicity": 2, "gap_ha": [0.09614, 0.19781], "s2": 0.75, "e_lumo_ev": [-1.035, -1.059]}

=====

No. 2
{"formula": "C2H2N2", "method": "wB97M-V/def2-TZVPD", "elements": ["C", "C", "N", "N", "H", "H"], "xyz": [[-0.78464, -0.21787, 0.44331], [0.69927, -0.41101, 0.38620], [0.61086, -1.23431, 1.48911], [-0.93073, -0.96979, 1.45863], [-1.52925, 0.33322, -0.10346], [1.55943, -0.12183, -0.17827]], "forces_ev_per_angstrom": [[-0.3, -0.2, 0.3], [-0.3, -3.3, 4.4], [1.1, 3.0, -4.2], [-0.7, 0.3, -0.3], [-0.3, 0.1, -0.1], [0.4, 0.1, -0.2]], "nbo_charge": [0.015, 0.000, -0.202, -0.216, 0.198, 0.204], "multiplicity": 1, "gap_ha": 0.32545, "smiles": "C1=CN=N1", "e_lumo_ev": -0.968}

=====

No. 3
{"formula": "C2H2N2O", "method": "wB97M-V/def2-TZVPD", "elements": ["C", "C", "N", "N", "O", "H", "H"], "xyz": [[1.88599, 0.28129, 0.08526], [-0.51422, 0.37155, -0.26324], [2.97142, 0.06926, 0.41997], [0.71808, 0.72776, -0.33214], [-2.04940, -0.77953, 0.18265], [-1.81386, -1.77957, 0.25067], [-1.19802, 1.10924, -0.34318]], "forces_ev_per_angstrom": [[0.9, -0.6, 0.0], [2.3, -1.2, 0.9], [-0.4, -0.1, -0.1], [-4.0, -1.9, 0.7], [4.0, -0.8, -0.6], [-0.3, 2.5, -0.2], [-2.5, 2.0, -0.8]], "nbo_charge": [0.383, 0.541, -0.279, -0.483, -0.799, 0.470, 0.168], "multiplicity": 1, "gap_ha": [0.34866, 0.34882], "e_lumo_ev": [-1.402, -1.404]}

=====

No. 4
{"formula": "C2H2N2O", "method": "wB97M-V/def2-TZVPD", "elements": ["C", "C", "N", "N", "O", "H", "H"], "xyz": [[0.80954, -0.71311, 0.08837], [0.22095, 0.63221, -0.05877], [-0.16164, -1.48894, -0.07302], [-1.01863, 0.31826, -0.08224], [-2.13211, 0.67973, 0.06559], [1.75993, -1.13984, 0.25726], [0.52195, 1.71170, -0.19719]], "forces_ev_per_angstrom": [[-1.0, 0.7, -0.8], [1.3, 2.4, -0.3], [-1.0, -1.0, 0.3], [-0.3, -1.8, 0.7], [-0.5, 0.8, -0.5], [1.3, 0.2, 0.2], [0.1, -1.3, 0.5]], "nbo_charge": [-0.039, -0.150, -0.230, 0.255, -0.267, 0.218, 0.214], "multiplicity": 1, "gap_ha": [0.34508, 0.33923], "e_lumo_ev": [-0.098, 0.054]}